Arrangement one

ORCA calculation (the ωB97M-V functional and the def2-TZVPD basis) on the molecule C5H6O2.

Geometry (Å):
1 O 2.27 -0.02 1.02
2 O 1.12 2.04 -0.48
3 C -0.05 1.47 0.03
4 C -1.76 -1.64 -0.63
5 C 1.29 -0.66 0.68
6 C 0.04 -0.03 0.21
7 C -0.98 -0.83 0.02
8 H 1.84 1.74 0.09
9 H -0.33 1.88 1.01
10 H -2.67 -2.19 -0.41
11 H 1.30 -1.77 0.67
12 H -1.21 -1.70 -1.56
13 H -0.86 1.70 -0.67

## Properties
Lowest unoccupied orbital energy ... -0.0005 Ha
SMILES ... C=C=C(C=O)CO
Spin multiplicity ... 1
Orbital gap ... 9.96 eV
Net charge ... 0
M ... 98.10 g/mol

Arrangement two

ORCA calculation (the ωB97M-V functional and the def2-TZVPD basis) on a cluster of 2 separate species, C5H6O2 in total.

Geometry (Å):
1 O 1.03 1.42 2.30
2 O -1.30 1.50 2.18
3 C -0.38 -0.86 0.00
4 C -0.14 1.45 2.23
5 C -1.52 -1.28 0.46
6 C 0.77 -0.44 -0.47
7 C 0.94 0.30 -1.78
8 H 1.44 1.26 -1.61
9 H 1.67 -0.62 0.12
10 H 1.56 -0.28 -2.47
11 H -2.14 -0.65 1.09
12 H -0.03 0.48 -2.26
13 H -1.90 -2.28 0.22

## Properties
Lowest unoccupied orbital energy ... 0.0241 Ha
SMILES ... C=C=CC.O=C=O
Spin multiplicity ... 1
Orbital gap ... 10.18 eV
Net charge ... 0
M ... 98.10 g/mol

Last place for stability: arrangement one

Arrangement one

ORCA calculation (the ωB97M-V functional and the def2-TZVPD basis) on the molecule C7H14.

Geometry (Å):
1 C 0.41 0.58 -0.44
2 C 0.97 -0.78 0.02
3 C -1.86 0.97 0.84
4 C 2.02 -1.30 -0.96
5 C -0.41 1.30 0.61
6 C -0.13 -1.82 0.21
7 C -1.48 2.28 0.21
8 H -0.67 -1.98 -0.74
9 H -0.19 0.43 -1.34
10 H 1.25 1.23 -0.73
11 H -2.31 0.21 0.20
12 H 2.84 -0.58 -1.11
13 H 0.16 1.56 1.51
14 H -1.60 3.18 0.80
15 H -2.23 0.97 1.86
16 H 0.28 -2.78 0.52
17 H 1.57 -1.49 -1.95
18 H -1.68 2.40 -0.85
19 H -0.87 -1.51 0.96
20 H 2.46 -2.24 -0.61
21 H 1.47 -0.62 0.99

## Properties
Lowest unoccupied orbital energy ... 0.0458 Ha
SMILES ... CC(C)CC1CC1
Spin multiplicity ... 1
Orbital gap ... 11.33 eV
Net charge ... 0
M ... 98.19 g/mol

Arrangement two

ORCA calculation (the ωB97M-V functional and the def2-TZVPD basis) on a structure of composition C7H14.

Geometry (Å):
1 C -0.72 0.65 -0.96
2 C 1.00 -1.29 -0.89
3 C 2.03 0.72 0.61
4 C -1.35 -1.48 0.31
5 C 1.05 -0.63 0.51
6 C -1.46 1.60 -0.01
7 C -0.23 -0.64 -0.31
8 H -0.97 -2.40 0.77
9 H 2.52 1.19 -0.29
10 H 1.86 -0.47 -0.63
11 H -0.86 1.81 0.88
12 H -1.38 0.39 -1.80
13 H 1.04 -2.39 -0.99
14 H 1.19 -1.21 1.41
15 H -1.68 2.55 -0.51
16 H -1.89 -0.92 1.09
17 H 2.85 0.52 1.31
18 H -2.41 1.17 0.33
19 H 1.36 1.48 1.00
20 H 0.14 1.14 -1.41
21 H -2.11 -1.77 -0.44

## Properties
Lowest unoccupied orbital energy ... 0.0392 Ha
Spin multiplicity ... 1
Orbital gap ... 9.53 eV
Net charge ... 0
M ... 98.19 g/mol

Arrangement three

ORCA calculation (the ωB97M-V functional and the def2-TZVPD basis) on the molecule C7H14.

Geometry (Å):
1 C -0.78 -0.23 -0.78
2 C 0.09 1.53 0.86
3 C -1.70 -1.42 -0.45
4 C 0.39 0.18 0.16
5 C -1.41 0.84 -1.49
6 C 1.69 0.29 -0.66
7 C 0.56 -0.83 1.29
8 H -0.59 1.61 -1.59
9 H -1.18 -2.38 -0.37
10 H 0.99 1.80 1.42
11 H 2.47 0.83 -0.12
12 H -2.48 -1.51 -1.22
13 H 1.52 0.82 -1.61
14 H 0.84 -1.83 0.93
15 H -0.38 -0.50 -1.82
16 H -2.18 -1.19 0.51
17 H -0.37 -0.91 1.87
18 H 2.08 -0.71 -0.90
19 H 1.34 -0.47 1.96
20 H -0.13 2.39 0.21
21 H -0.72 1.44 1.58

## Properties
Lowest unoccupied orbital energy ... 0.0153 Ha
Spin multiplicity ... 1
Orbital gap ... 8.81 eV
Net charge ... 0
M ... 98.19 g/mol

Arrangement four

ORCA calculation (the ωB97M-V functional and the def2-TZVPD basis) on the molecule C7H14.

Geometry (Å):
1 C 0.26 -1.78 0.11
2 C 1.73 -1.79 0.29
3 C -0.92 0.23 0.55
4 C -2.02 1.17 0.04
5 C 0.11 1.01 1.37
6 C 0.60 0.20 -1.58
7 C -0.29 -0.61 -0.63
8 H -2.75 0.63 -0.57
9 H -1.60 1.99 -0.55
10 H 2.32 -0.89 0.08
11 H 0.01 0.94 -2.13
12 H 1.06 -0.46 -2.33
13 H -1.39 -0.50 1.22
14 H 0.57 1.81 0.77
15 H 2.02 -2.24 1.24
16 H -2.55 1.61 0.90
17 H 2.01 -2.55 -0.47
18 H 1.41 0.73 -1.07
19 H 0.91 0.37 1.76
20 H -0.38 1.48 2.22
21 H -1.17 -0.97 -1.19

## Properties
Lowest unoccupied orbital energy ... 0.0198 Ha
Spin multiplicity ... 1
Orbital gap ... 8.47 eV
Net charge ... 0
M ... 98.19 g/mol

Last place for stability: arrangement three

Arrangement one

ORCA calculation (the ωB97M-V functional and the def2-TZVPD basis) on the molecule C4H8N2O3.

Geometry (Å):
1 O -0.24 -0.60 0.25
2 O 0.21 2.01 -2.70
3 O 1.09 -0.06 -1.48
4 N -0.73 2.10 -1.93
5 N -0.95 0.98 -1.13
6 C -2.12 1.28 -0.30
7 C 0.73 -1.59 0.67
8 C 0.05 0.03 -0.87
9 C 1.78 -1.00 1.53
10 H 0.07 -2.34 1.14
11 H -1.80 1.75 0.69
12 H 1.31 -0.62 2.46
13 H 2.41 -1.88 1.87
14 H 1.14 -2.09 -0.23
15 H 2.46 -0.34 1.05
16 H -2.74 0.38 -0.02
17 H -2.67 2.02 -1.00

## Properties
Lowest unoccupied orbital energy ... 0.0087 Ha
SMILES ... CCOC(=O)N(C)N=O
Spin multiplicity ... 1
Orbital gap ... 9.76 eV
Net charge ... 0
M ... 132.12 g/mol

Arrangement two

ORCA calculation (the ωB97M-V functional and the def2-TZVPD basis) on the molecule C4H8N2O3.

Geometry (Å):
1 O 1.77 0.46 1.26
2 O -0.98 -0.39 -0.43
3 O 0.39 1.42 -0.96
4 N 2.86 -1.05 -0.10
5 N 1.42 0.44 -1.02
6 C 1.96 0.02 0.15
7 C -1.70 -1.05 0.63
8 C -1.88 1.84 -0.14
9 C -0.89 0.98 -0.41
10 H -1.32 -0.68 1.69
11 H -1.35 -2.18 0.54
12 H 3.37 -1.25 0.74
13 H 0.94 -0.33 -1.48
14 H -1.87 2.83 -0.48
15 H -2.81 -0.90 0.52
16 H -2.73 1.54 0.42
17 H 2.82 -1.70 -0.92

## Properties
Lowest unoccupied orbital energy ... 0.0234 Ha
SMILES ... C=C(OC)ONC(N)=O
Spin multiplicity ... 1
Orbital gap ... 9.55 eV
Net charge ... 0
M ... 132.12 g/mol

Arrangement three

ORCA calculation (the ωB97M-V functional and the def2-TZVPD basis) on a cluster of 2 separate species, C4H8N2O3 in total.

Geometry (Å):
1 O 1.59 -2.34 0.71
2 O 1.24 -0.81 -0.77
3 O -0.52 2.33 0.61
4 N -1.32 -1.11 0.21
5 N 1.52 -0.97 0.39
6 C -1.32 1.26 -1.56
7 C -1.12 0.07 0.68
8 C -0.96 1.38 0.01
9 C 1.73 -0.05 1.27
10 H 2.00 -0.34 2.26
11 H -0.55 1.84 -1.97
12 H 2.05 0.86 0.85
13 H -2.43 1.52 -1.63
14 H -1.35 -1.08 -0.89
15 H -0.97 0.09 1.74
16 H -1.31 0.21 -1.84
17 H 1.71 -2.87 -0.07

## Properties
Lowest unoccupied orbital energy ... -0.0006 Ha
SMILES ... [H]/N=C\C(C)=O.C=[N+]([O-])O
Spin multiplicity ... 1
Orbital gap ... 9.47 eV
Net charge ... 0
M ... 132.12 g/mol

Last place for stability: arrangement three

Arrangement one

ORCA calculation (the ωB97M-V functional and the def2-TZVPD basis) on the molecule C4H8N2O3.

Geometry (Å):
1 O -0.51 -0.86 -2.44
2 O -0.20 -1.07 1.86
3 O -0.70 0.70 3.07
4 N 1.96 -1.20 -1.33
5 N -1.28 0.16 -0.54
6 C -0.93 0.93 0.65
7 C -0.28 -0.29 -1.36
8 C 1.27 0.04 -1.07
9 C -0.59 0.12 1.93
10 H 1.63 -1.90 -0.70
11 H -0.10 1.48 0.48
12 H -1.27 1.45 3.00
13 H 1.74 -1.63 -2.19
14 H -1.79 1.60 0.87
15 H -2.06 -0.46 -0.64
16 H 1.64 0.89 -1.61
17 H 1.48 0.04 0.01

## Properties
Lowest unoccupied orbital energy ... 0.0026 Ha
SMILES ... NCC(=O)NCC(=O)O
Spin multiplicity ... 1
Orbital gap ... 9.16 eV
Net charge ... 0
M ... 132.12 g/mol

Arrangement two

ORCA calculation (the ωB97M-V functional and the def2-TZVPD basis) on the molecule C4H8N2O3.

Geometry (Å):
1 O 0.85 -0.46 -1.82
2 O -1.05 -1.64 -2.38
3 O -1.12 0.06 -0.77
4 N 1.39 1.53 -0.15
5 N 1.17 -0.82 -0.46
6 C 1.19 0.26 0.31
7 C 1.27 0.02 1.79
8 C -0.46 -0.85 -1.67
9 C -2.37 -0.38 -0.28
10 H -2.44 -0.08 0.77
11 H 2.32 -0.04 2.09
12 H 0.77 -0.92 2.05
13 H 0.81 0.85 2.33
14 H 1.75 2.23 0.48
15 H -3.18 0.08 -0.85
16 H 1.55 1.62 -1.14
17 H -2.47 -1.47 -0.30

## Properties
Lowest unoccupied orbital energy ... 0.0257 Ha
SMILES ... COC(=O)O/N=C(/C)N
Spin multiplicity ... 1
Orbital gap ... 9.99 eV
Net charge ... 0
M ... 132.12 g/mol

Last place for stability: arrangement two